The following is a quantum chemistry calculation of C30H37DyN6O10Se2 as an isolated structure, from the Open Molecules 2025 dataset.

Positions of all 86 atoms, in Å:
Dy  -1.66  -0.12  0.76
C  -3.72  -1.06  2.25
C  -3.15  -2.24  1.63
C  -3.40  -2.13  0.17
C  -4.18  -0.92  0.02
C  -4.38  -0.28  1.26
C  -5.02  1.08  1.50
C  -4.58  -0.39  -1.33
C  -2.95  -3.04  -0.94
C  -2.62  -3.43  2.42
C  -3.71  -0.68  3.75
H  -5.53  0.90  2.44
H  -5.78  1.20  0.72
H  -4.49  2.01  1.55
H  -5.58  0.07  -1.39
H  -4.65  -1.19  -2.06
H  -3.91  0.43  -1.62
H  -3.73  -3.59  -1.38
H  -2.30  -3.85  -0.48
H  -2.41  -2.54  -1.73
H  -3.38  -4.19  2.73
H  -2.22  -3.05  3.39
H  -1.94  -3.96  1.80
H  -4.56  -1.03  4.30
H  -3.73  0.39  3.80
H  -2.82  -1.01  4.31
O  -0.41  0.12  2.67
C  0.36  1.09  3.43
C  1.78  0.55  3.64
C  2.38  0.46  2.21
C  2.79  1.83  1.68
C  1.96  2.68  0.99
C  2.41  3.90  0.69
C  3.73  4.27  0.83
C  4.55  3.27  1.43
N  4.08  2.13  1.92
H  -0.12  -0.75  3.12
H  -0.26  1.32  4.36
H  0.21  1.95  2.80
H  1.88  -0.43  4.12
H  2.29  1.33  4.28
H  1.67  -0.01  1.63
H  3.23  -0.23  2.24
H  0.95  2.44  0.93
H  1.71  4.55  0.18
H  4.15  5.23  0.57
H  5.61  3.44  1.56
O  0.59  -2.36  3.03
C  0.47  -2.53  1.82
O  -0.39  -2.10  1.04
C  1.70  -3.22  1.13
C  1.84  -3.31  -0.19
C  3.02  -3.65  -0.81
C  4.12  -3.98  0.02
C  3.93  -4.03  1.36
C  2.79  -3.53  1.98
N  5.47  -4.36  -0.60
O  6.08  -5.34  -0.21
O  5.83  -3.57  -1.47
H  1.05  -2.98  -0.87
H  3.09  -3.67  -1.96
H  4.76  -4.37  1.97
H  2.79  -3.36  3.12
C  -0.19  2.02  -3.71
N  0.54  2.46  -4.91
C  0.18  3.70  -5.53
C  1.15  3.69  -6.74
O  1.05  4.45  -7.68
N  2.02  2.61  -6.62
C  1.45  1.85  -5.66
N  1.78  0.54  -5.68
H  -1.25  1.97  -3.89
H  0.08  2.77  -2.93
H  0.06  1.06  -3.34
H  0.26  4.52  -4.88
H  -0.87  3.61  -5.85
H  2.48  0.25  -6.36
H  1.74  0.19  -4.75
O  -0.65  3.54  -0.19
Se  -2.04  2.88  0.15
O  -2.47  1.61  -0.89
O  -1.73  1.97  1.53
O  -3.26  3.90  0.42
Se  2.62  0.30  -2.51
C  1.14  0.10  -1.55
N  0.19  -0.13  -0.94

Lowest unoccupied orbital energy (alpha / beta) ... 3.6 / 3.6 eV
Highest occupied orbital energy (alpha / beta) ... -2.9 / -2.9 eV
Kohn-Sham gap (alpha / beta) ... 0.2382 / 0.2392 Ha
Charge ... -2
Molecular weight ... 962.078 g mol⁻¹
Expectation value of S² ... 9.0036
2S+1 ... 6